Entry from OMol25: 3 unconnected molecules or ions with the total composition C4H14NO3 at a distorted geometry (wB97M-V/def2-TZVPD).

The geometry in ORCA input format:
```
! RIJCOSX wB97M-V def2-TZVPD def2/J DEFGRID3
* xyz 1 1
O 1.4605 -1.1156 -1.2918
C 0.9473 -1.0521 -0.1748
C 0.2280 0.3307 0.1555
C -1.2947 0.2090 0.3305
C -1.8524 -0.3647 1.6423
N 0.4477 1.1731 -1.0044
H 0.9021 -1.9000 0.3876
H 0.5983 0.8478 1.2058
H -1.6587 -0.4756 -0.4672
H -1.7183 1.2277 0.1768
H -1.3762 -1.3346 1.9996
H -1.8121 0.3056 2.4615
H -2.8666 -0.6700 1.2937
H -0.1444 0.9390 -1.8318
H 1.4622 1.0008 -1.3749
H 0.4793 2.1450 -0.7426
H 2.9144 0.8050 2.3969
H 3.0092 -0.0612 1.3747
O 2.5765 0.8312 1.5492
H -0.5027 -0.8027 -3.4681
H -0.9376 -1.4385 -2.0947
O -0.8617 -0.5996 -2.5236
*
```

LUMO energy	-3.519	eV
E	-11999.58686	eV
E_HOMO	-14.55	eV
energy above the lowest of the compared OMol25 structures with the same formula, charge and spin	51.3	kcal per mole